[1]
C26H44N2O15 | ωB97M-V/def2-TZVPD

Values from the calculation:
Energy relative to the best compared isomer or geometry (same formula, charge and spin) ... 153.1 kcal per mole
Kohn-Sham gap ... 8.19 eV
SMILES ... NC(=O)OCCC(=O)Nc1ccccc1.CCOC(=O)OC.CCOC(=O)OC.CCOC(=O)OC.CCOC(=O)OC
HOMO level ... -0.30787 Ha
LUMO level ... -0.19 eV

Positions of all 87 atoms, in Å:
O -1.891 3.182 -0.690
O -2.676 -4.564 6.567
O 7.500 -4.351 -2.083
O 6.563 -2.557 -0.599
O 4.694 -3.783 -4.200
O -2.425 3.216 -2.923
O -1.597 -4.032 8.404
O -2.163 4.205 -9.510
O -1.225 -0.294 4.085
O -1.391 4.972 -1.860
O -1.513 6.348 -9.004
O -1.334 1.649 3.068
O -2.655 5.219 -7.507
O -3.155 -5.719 8.494
O -2.089 1.497 5.234
N 8.205 -4.348 0.254
N 3.931 -4.508 -2.001
C -0.390 -5.431 9.983
C 0.194 -2.731 -1.232
C -1.942 3.735 -1.927
C -1.640 3.049 3.055
C 3.029 -3.502 0.369
C -1.399 5.721 -3.081
C 6.342 -1.700 -1.774
C -3.580 -5.423 5.877
C 4.485 -3.405 -2.912
C -1.298 -4.228 9.791
C 1.405 -3.486 -2.055
C 7.398 -3.728 -0.906
C -2.544 -4.852 7.886
C -3.310 4.025 -7.059
C 2.796 -3.849 -1.229
C -2.526 1.909 -0.600
C -2.123 5.164 -8.753
C 1.814 -2.770 1.211
C -2.770 6.323 -3.336
C 4.822 -1.870 -2.441
C 0.435 -2.405 0.365
C -0.565 3.843 3.778
C -1.606 1.000 4.226
C -1.371 -1.072 5.270
C -2.294 2.992 -6.602
C -0.827 6.391 -10.253
H -0.442 -1.876 0.940
H 4.769 -1.196 -3.424
H -1.066 5.102 -3.922
H -0.749 4.917 3.686
H -0.780 -2.446 -1.842
H -3.971 3.627 -7.837
H 4.082 -3.797 0.815
H 7.132 -1.814 -2.630
H -2.751 6.972 -4.216
H -1.179 -2.118 5.015
H -3.520 5.544 -3.501
H -2.795 2.121 -6.172
H -0.533 3.590 4.842
H -0.781 -3.327 10.136
H 0.056 5.747 -10.214
H 1.387 -3.772 -3.193
H -1.484 6.098 -11.079
H -1.619 3.420 -5.854
H -4.554 -5.463 6.376
H -0.086 -5.525 11.029
H -0.893 -6.358 9.687
H 0.424 3.614 3.368
H -2.218 -4.317 10.380
H -3.149 -6.425 5.792
H -3.943 4.310 -6.212
H -0.498 7.420 -10.425
H 6.370 -0.574 -1.379
H -3.727 -5.023 4.870
H 0.504 -5.343 9.357
H -1.671 2.654 -7.435
H 1.955 -2.509 2.366
H 7.710 -5.269 0.451
H -0.635 -0.756 6.016
H -3.610 2.027 -0.691
H -0.666 6.526 -2.964
H -2.147 1.219 -1.361
H -2.386 -0.998 5.674
H -3.102 6.906 -2.471
H 4.059 -1.402 -1.688
H -2.304 1.488 0.385
H 4.672 -4.864 -1.359
H -1.673 3.357 2.005
H -2.634 3.235 3.478
H 9.133 -4.557 -0.178

These are the Löwdin partial charges, in e, on atoms 1 to 6: atom 1 (O): -0.02, atom 2 (O): -0.02, atom 3 (O): -0.01, atom 4 (O): -0.08, atom 5 (O): -0.04, atom 6 (O): 0.10

***

[2]
C26H45AsBrO2Si3Tl | ωB97M-V/def2-TZVPD

Values from the calculation:
Kohn-Sham gap ... 7.90 eV
HOMO level ... -0.28974 Ha
LUMO level ... 0.02 eV

Positions of all 79 atoms, in Å:
Tl 9.914 8.408 14.412
Br 12.228 4.767 20.329
As 10.076 8.648 11.295
Si 9.185 7.051 9.689
Si 12.369 9.318 10.712
Si 8.818 10.728 11.103
O 11.466 6.691 13.867
O 13.203 8.092 14.343
C 6.122 6.420 15.132
C 8.608 11.239 9.281
C 12.639 10.246 9.068
C 8.990 7.812 7.986
C 12.407 7.167 14.667
C 13.259 7.686 10.604
C 7.945 11.163 19.203
C 8.641 7.754 17.700
C 11.550 4.903 17.557
C 12.378 6.608 16.068
C 6.006 8.066 16.990
C 12.253 5.500 18.598
C 13.160 7.078 17.082
C 11.575 5.475 16.337
C 7.922 8.750 18.329
C 9.552 12.026 12.230
C 10.332 5.546 9.666
C 6.545 8.793 18.004
C 7.081 10.462 11.778
C 6.768 7.135 16.281
C 13.132 10.338 12.080
C 10.047 9.793 19.303
C 8.067 6.912 16.703
C 8.524 9.741 19.366
C 7.493 6.497 10.300
C 13.094 6.585 18.359
H 11.022 3.949 17.701
H 5.968 9.503 18.597
H 10.897 5.097 15.600
H 9.066 10.625 8.511
H 5.031 6.337 15.261
H 10.480 8.807 19.355
H 12.070 11.209 9.150
H 8.248 8.588 7.962
H 10.292 11.596 12.884
H 8.276 9.301 20.341
H 14.213 10.389 11.997
H 9.053 12.234 9.240
H 6.886 11.323 19.503
H 13.645 6.919 19.230
H 7.086 5.717 9.613
H 7.580 6.155 11.367
H 10.742 5.359 10.700
H 8.506 11.998 19.728
H 7.573 11.397 9.000
H 7.938 11.472 18.155
H 6.780 7.351 10.262
H 13.828 7.888 16.838
H 13.182 7.241 9.606
H 9.982 8.126 7.611
H 12.843 9.934 13.038
H 12.782 11.389 12.054
H 12.924 6.877 11.306
H 10.381 10.430 20.129
H 9.727 4.634 9.401
H 6.466 5.372 15.020
H 8.851 12.590 12.778
H 6.421 6.911 14.188
H 9.704 7.723 17.842
H 6.635 9.579 11.355
H 11.092 5.596 8.901
H 13.691 10.357 8.796
H 8.747 6.122 16.328
H 6.470 11.282 11.423
H 12.227 9.663 8.206
H 10.373 10.251 18.362
H 4.968 8.239 16.705
H 14.314 7.851 10.859
H 10.159 12.734 11.592
H 7.024 10.402 12.857
H 8.607 7.017 7.377

These are the Löwdin partial charges, in e, on atoms 1 to 6: atom 1 (Tl): 0.79, atom 2 (Br): 0.75, atom 3 (As): 0.72, atom 4 (Si): 0.29, atom 5 (Si): 0.31, atom 6 (Si): 0.29

***

[3]
C26H45Cl30NO4 | ωB97M-V/def2-TZVPD

Values from the calculation:
Kohn-Sham gap ... 8.25 eV
HOMO level ... -0.34104 Ha
LUMO level ... -1.03 eV

Positions of all 106 atoms, in Å:
Cl -6.205 -2.901 -4.436
Cl -9.722 -5.521 1.084
Cl -2.457 -1.331 7.167
Cl 0.322 -1.155 8.044
Cl -8.995 -3.062 -5.268
Cl -0.803 1.729 -1.487
Cl 0.963 4.821 5.716
Cl -1.042 -5.312 -5.290
Cl -0.014 0.318 4.811
Cl -0.869 5.177 3.474
Cl 1.089 2.381 0.640
Cl 6.104 -1.493 -8.283
Cl -2.614 -3.977 -3.227
Cl 8.018 0.258 -6.947
Cl 6.449 2.704 -4.526
Cl -3.371 -2.866 9.821
Cl 1.124 -4.780 -2.313
Cl 4.668 -1.212 -3.690
Cl 2.500 7.250 2.193
Cl 5.228 3.260 -1.935
Cl 4.330 6.895 4.436
Cl 1.034 -2.062 -3.369
Cl -8.514 -6.089 -1.511
Cl 4.448 7.575 -10.520
Cl -2.612 -2.728 12.635
Cl 2.174 2.020 3.846
Cl 3.453 -0.652 -1.098
Cl 3.189 5.542 -8.849
Cl 6.105 5.670 -6.566
Cl 7.435 3.686 -8.242
O -5.306 -4.506 1.461
O -6.577 0.014 0.962
O -6.200 -2.384 0.820
O 2.391 -3.150 0.746
N 0.595 -1.675 1.025
C 1.481 -3.740 -3.697
C -4.141 -2.279 2.082
C -5.905 -1.022 1.136
C -3.731 0.440 2.249
C 0.670 5.669 4.192
C 1.315 -2.931 1.377
C -5.239 -3.257 1.467
C -2.347 0.255 3.042
C 6.430 -0.512 -6.849
C -0.403 -1.391 2.103
C -3.567 -3.591 11.422
C 4.038 7.742 2.912
C 4.823 -0.329 -2.165
C 6.600 3.584 -3.002
C 1.129 1.607 5.217
C -2.597 -4.570 -4.892
C 0.871 2.148 -1.099
C -8.350 -5.207 0.014
C -7.886 -2.977 -3.895
C 6.073 4.806 -8.109
C 3.389 7.275 -9.136
C -1.369 -1.224 8.558
C 0.811 -4.020 2.431
C -1.058 0.069 2.033
C -0.180 -2.056 -0.230
C -4.478 -0.916 1.881
H -1.339 0.412 0.976
H -0.319 -4.058 2.586
H 7.517 3.273 -2.503
H 0.645 6.741 4.382
H -1.604 -0.323 9.123
H 0.585 -2.000 -1.086
H -8.305 -4.139 -0.198
H -2.396 -0.647 3.754
H 5.667 0.261 -6.768
H -2.174 1.242 3.618
H 6.129 5.530 -8.920
H -8.111 -2.084 -3.313
H -8.020 -3.864 -3.276
H -3.236 -4.627 11.384
H -3.533 0.998 1.255
H 0.917 -4.093 -4.560
H -2.772 -3.733 -5.567
H 0.570 2.491 5.512
H -3.213 -2.669 2.609
H -4.618 -3.549 11.703
H 4.014 8.814 3.101
H -1.515 -2.104 9.186
H 1.755 1.273 6.044
H 0.069 -1.493 3.150
H 6.402 -1.152 -5.968
H 2.413 7.716 -9.335
H 6.639 4.652 -3.212
H -1.028 -1.329 -0.461
H -0.570 -3.139 -0.185
H 1.129 -5.070 2.075
H -1.232 -2.189 2.013
H 2.549 -3.788 -3.909
H 5.146 4.245 -8.179
H 1.287 -3.880 3.470
H -3.385 -5.312 -5.012
H 1.524 1.342 -1.432
H 3.828 7.732 -8.250
H -0.270 0.810 2.411
H 4.864 0.739 -2.376
H 5.740 -0.641 -1.667
H 4.844 7.508 2.217
H -4.461 1.104 2.852
H 1.476 5.436 3.496
H -7.434 -5.523 0.510
H 1.132 3.071 -1.615

These are the Löwdin partial charges, in e, on atoms 1 to 6: atom 1 (Cl): 0.49, atom 2 (Cl): 0.51, atom 3 (Cl): 0.48, atom 4 (Cl): 0.50, atom 5 (Cl): 0.50, atom 6 (Cl): 0.52

***

[4]
C26H45F3LaO2P2 | ωB97M-V/def2-TZVPD

Values from the calculation:
Energy relative to the best compared isomer or geometry (same formula, charge and spin) ... 0.0 kcal per mole
Kohn-Sham gap ... 7.95 eV
Net charge ... +1
HOMO level ... -0.39563 Ha
LUMO level ... -2.81 eV

Positions of all 79 atoms, in Å:
La -0.121 0.047 0.571
P 1.855 2.171 1.231
P 1.058 -2.666 0.385
F -0.361 -0.491 5.380
F 0.354 -2.454 4.745
F 1.623 -1.194 6.012
O 2.548 -0.173 3.729
O 0.525 -0.435 2.707
C 1.510 2.922 2.870
C -1.174 -0.793 -4.071
C -1.973 3.208 0.597
C 2.633 -2.868 -0.538
C -3.066 1.210 -1.631
C -1.048 0.526 -4.806
C -2.177 1.016 2.016
C -2.494 -0.358 1.736
C 1.509 0.570 -2.679
C -2.664 0.838 -0.239
C -2.259 1.752 0.783
C 1.226 -1.293 -4.539
C 1.370 -0.521 3.713
C -0.161 1.663 -4.178
C -0.128 -1.621 -3.941
C 2.094 -0.179 -3.858
C 0.765 -1.166 4.976
C -2.801 -0.464 0.342
C -0.150 -3.882 -0.285
C -2.435 -1.485 2.705
C 1.470 -3.416 1.998
C 2.062 3.621 0.142
C 3.547 1.516 1.454
C 0.474 1.421 -2.830
C -3.297 -1.691 -0.357
C -1.883 1.556 3.369
H -1.831 -1.236 3.584
H 2.059 0.468 -1.729
H -1.564 2.608 3.337
H -2.334 1.894 -2.087
H -0.626 0.341 -5.812
H -3.439 -1.762 3.068
H -0.764 -3.400 -1.067
H -3.116 0.325 -2.281
H 1.077 4.065 -0.048
H -1.092 0.985 3.866
H -2.997 -1.719 -1.416
H 0.117 2.070 -2.014
H 1.823 -2.224 -4.535
H 2.367 0.531 -4.664
H -2.765 1.492 4.032
H 0.583 3.506 2.812
H -2.063 0.938 -4.949
H 1.100 -0.985 -5.593
H 0.360 -4.757 -0.712
H 2.725 4.368 0.589
H -0.827 -4.186 0.519
H 1.776 -4.463 1.895
H 2.343 3.574 3.165
H -0.786 2.573 -4.095
H 2.462 3.287 -0.823
H 3.523 0.683 2.173
H 1.377 2.146 3.639
H 3.045 -0.639 -3.532
H 3.182 -3.757 -0.219
H 2.278 -2.844 2.467
H 0.616 1.899 -4.933
H -2.880 3.831 0.678
H -1.539 3.425 -0.390
H 0.600 -3.360 2.657
H -0.217 -2.604 -3.457
H 3.253 -1.978 -0.345
H 2.422 -2.898 -1.620
H -1.263 3.594 1.338
H 4.211 2.301 1.835
H -2.905 -2.608 0.104
H -4.054 1.710 -1.660
H -2.010 -2.405 2.269
H 3.919 1.139 0.494
H -4.399 -1.758 -0.329
H -2.182 -1.057 -3.719

These are the Löwdin partial charges, in e, on atoms 1 to 6: atom 1 (La): 1.76, atom 2 (P): 0.72, atom 3 (P): 0.72, atom 4 (F): 0.12, atom 5 (F): 0.12, atom 6 (F): 0.16